(1)
Computed, not measured: a structure of composition C6H5N3O in a non-equilibrium geometry, with wB97M-V/def2-TZVPD.

Geometry as XYZ:
```
15
C6H5N3O | OMol25 | wB97M-V/def2-TZVPD
C 3.08 -0.45 0.34
C 1.27 -0.55 -0.57
C -1.14 0.59 -0.11
C -0.09 0.75 0.94
C -2.07 -0.55 -0.06
C -2.56 0.75 0.22
N 2.53 -0.79 -0.80
N 2.22 0.12 1.17
N 1.06 0.04 0.58
O -2.15 -1.71 -0.32
H 4.12 -0.55 0.30
H 0.52 -0.54 -1.40
H -0.76 0.78 -1.14
H -2.75 0.87 1.30
H -3.27 1.23 -0.44
```

The value obtained for the HOMO energy is -9.291 eV. As for the frontier orbital gap: 8.145 eV. As for the spin multiplicity: 1. The total charge is 0. Its total energy is -12814.73171 eV.

***

(2)
Computed, not measured: a cluster of 2 separate species, C3H10N4 in total in a non-equilibrium geometry, with wB97M-V/def2-TZVPD.

Geometry as XYZ:
```
17
C3H10N4 | OMol25 | wB97M-V/def2-TZVPD
C -1.19 0.08 -0.54
C 1.80 0.00 0.19
C 1.61 1.28 -0.14
N -0.69 -1.10 0.07
N -1.07 1.27 0.22
N -0.44 -2.13 -0.80
N -1.03 0.97 1.51
H -0.62 -1.96 -1.79
H -0.81 -3.01 -0.48
H -0.59 0.07 1.73
H -0.86 1.75 2.11
H -2.29 -0.06 -0.60
H -0.83 0.27 -1.56
H 1.99 -0.31 1.21
H 1.86 -0.79 -0.55
H 1.68 2.08 0.59
H 1.48 1.59 -1.16
```

The value obtained for the HOMO energy (alpha / beta) is -7.923 / -7.100 eV. As for the frontier orbital gap (alpha / beta): 8.982 / 7.594 eV. As for the spin multiplicity: 1. The total charge is 0. Its total energy is -9228.49317 eV.

***

(3)
Computed, not measured: a structure of composition C24H39BrCdN3O9P2 in a non-equilibrium geometry, with wB97M-V/def2-TZVPD.

Geometry as XYZ:
```
79
C24H39BrCdN3O9P2 | OMol25 | wB97M-V/def2-TZVPD
Cd 0.27 -1.30 0.58
O 0.34 -2.27 2.43
N 1.07 -1.58 3.24
N 1.90 -0.77 2.71
O 2.09 -0.61 1.41
C 2.72 0.01 3.58
C 3.86 0.62 3.06
C 4.66 1.39 3.89
C 4.34 1.55 5.22
C 3.19 0.95 5.74
C 2.38 0.18 4.92
H 4.10 0.49 2.01
H 5.55 1.85 3.48
H 4.97 2.14 5.87
H 2.93 1.08 6.78
H 1.48 -0.29 5.30
C -4.58 -1.32 -4.06
C -4.03 -0.28 -3.10
C -5.14 0.56 -2.49
O -3.35 -0.98 -2.02
P -1.88 -0.70 -1.53
O -1.61 -1.62 -0.39
C -1.67 1.08 -1.22
P -0.91 1.57 0.37
O -0.60 0.50 1.35
O -1.89 2.64 0.98
C -2.78 2.31 2.09
C -3.83 1.31 1.66
C -3.38 3.63 2.55
O 0.34 2.35 -0.18
C 1.45 2.77 0.68
C 2.54 3.25 -0.25
C 0.98 3.86 1.64
O -0.92 -0.88 -2.78
C -1.05 -2.00 -3.72
C -0.64 -1.45 -5.07
C -0.23 -3.20 -3.31
H -5.12 -0.82 -4.86
H -5.26 -1.99 -3.53
H -3.78 -1.91 -4.51
H -3.31 0.36 -3.62
H -5.82 -0.09 -1.93
H -5.70 1.05 -3.28
H -4.75 1.32 -1.82
H -2.65 1.56 -1.27
H -1.04 1.49 -2.01
H -2.18 1.88 2.89
H -4.47 1.72 0.88
H -4.45 1.04 2.51
H -3.36 0.39 1.29
H -4.03 4.04 1.78
H -2.58 4.35 2.75
H -3.95 3.48 3.46
H 1.79 1.89 1.23
H 2.17 4.07 -0.87
H 2.89 2.45 -0.90
H 3.39 3.62 0.34
H 0.46 4.64 1.09
H 1.85 4.30 2.14
H 0.32 3.45 2.40
H -2.10 -2.29 -3.73
H 0.38 -1.07 -5.01
H -1.30 -0.64 -5.39
H -0.67 -2.25 -5.81
H 0.83 -2.97 -3.34
H -0.42 -4.01 -4.01
H -0.50 -3.53 -2.31
O 5.51 -4.39 -0.67
C 4.26 -3.91 -0.56
C 3.22 -4.59 0.07
C 1.98 -4.00 0.13
N 1.72 -2.79 -0.39
C 2.73 -2.16 -0.99
Br 2.30 -0.45 -1.69
C 4.00 -2.66 -1.13
H 5.60 -5.24 -0.24
H 3.39 -5.56 0.52
H 1.15 -4.49 0.61
H 4.79 -2.11 -1.62
```

The value obtained for the HOMO energy is -10.656 eV. As for the frontier orbital gap: 8.961 eV. As for the spin multiplicity: 1. The total charge is +1. Its total energy is -141601.65408 eV.

***

(4)
Computed, not measured: a structure of composition C23H19ClIrN6O4S2 in a non-equilibrium geometry, with wB97M-V/def2-TZVPD.

Geometry as XYZ:
```
56
C23H19ClIrN6O4S2 | OMol25 | wB97M-V/def2-TZVPD
Ir -0.34 0.22 -0.66
C 0.31 -1.71 1.81
N 0.18 -0.27 1.59
C -0.94 0.33 2.32
C -0.96 1.74 1.84
N -0.52 2.03 0.64
C -0.64 3.41 0.49
C -0.30 4.23 -0.58
C -0.49 5.59 -0.41
C -1.00 6.11 0.79
C -1.35 5.30 1.85
C -1.15 3.94 1.67
N -1.34 2.84 2.51
C 1.50 -2.21 1.09
N 1.91 -1.81 -0.09
C 3.07 -2.50 -0.45
C 3.87 -2.42 -1.58
C 4.97 -3.25 -1.61
C 5.26 -4.13 -0.54
C 4.45 -4.20 0.58
C 3.34 -3.37 0.60
N 2.35 -3.14 1.55
H -0.58 -2.20 1.42
H 0.41 -1.96 2.87
H 1.03 0.22 1.84
H -0.82 0.30 3.41
H -1.85 -0.20 2.04
H 0.08 3.82 -1.50
H -0.24 6.27 -1.22
H -1.11 7.18 0.89
H -1.74 5.71 2.77
H -1.75 2.87 3.43
H 3.63 -1.75 -2.39
H 5.63 -3.23 -2.46
H 6.13 -4.75 -0.60
H 4.68 -4.87 1.40
H 2.24 -3.65 2.41
S -2.47 1.48 -1.48
C -1.77 0.83 -2.86
N -0.64 0.21 -2.66
C -0.11 -0.39 -3.82
C 1.04 -1.15 -3.94
C 1.37 -1.65 -5.18
C 0.56 -1.40 -6.30
C -0.58 -0.63 -6.18
C -0.92 -0.13 -4.93
S -2.32 0.82 -4.49
H 1.63 -1.34 -3.06
H 2.25 -2.26 -5.30
H 0.84 -1.81 -7.26
H -1.21 -0.44 -7.04
O -2.30 -3.19 -2.01
Cl -1.14 -2.59 -1.39
O -1.66 -1.50 -0.36
O -0.40 -3.55 -0.58
O 1.38 -0.89 -0.91
```

The value obtained for the HOMO energy (alpha / beta) is -10.627 / -10.658 eV. As for the frontier orbital gap (alpha / beta): 7.092 / 6.939 eV. As for the spin multiplicity: 1. The total charge is +1. Its total energy is -78309.68376 eV.

***

(5)
Computed, not measured: a cluster of 4 separate species, C15H31BO11S in total in a non-equilibrium geometry, with wB97M-V/def2-TZVPD.

Geometry as XYZ:
```
59
C15H31BO11S | OMol25 | wB97M-V/def2-TZVPD
C 2.74 0.03 5.01
C 2.29 0.18 3.75
O 1.62 -0.77 3.05
S 1.65 -2.31 3.72
O 1.20 -3.10 2.59
O 0.45 -2.26 4.78
C -0.89 -2.11 4.27
B -1.41 -0.64 4.03
O -0.66 0.46 4.33
O -2.69 -0.49 3.50
H 2.06 -0.26 5.81
H 3.77 0.23 5.29
H 2.34 1.11 3.20
H -1.54 -2.55 5.03
H -1.05 -2.71 3.37
H -1.03 1.25 3.92
H -3.35 -0.45 4.20
O -5.84 -0.09 2.31
C -5.45 -0.39 1.22
O -6.32 -0.99 0.38
C -6.03 -1.22 -1.01
C -5.27 -2.52 -1.22
C -4.02 -0.20 0.79
H -5.51 -0.37 -1.44
H -7.01 -1.28 -1.49
H -4.30 -2.50 -0.73
H -5.12 -2.70 -2.28
H -5.83 -3.35 -0.80
H -3.44 -1.05 1.13
H -3.64 0.69 1.29
H -3.88 -0.06 -0.28
O 4.73 -1.83 0.77
C 3.96 -1.86 -0.15
O 4.44 -1.66 -1.40
C 3.64 -1.86 -2.57
C 2.83 -0.64 -2.92
C 2.47 -2.01 0.06
H 3.02 -2.75 -2.46
H 4.36 -2.08 -3.36
H 2.12 -0.39 -2.13
H 2.27 -0.79 -3.84
H 3.49 0.23 -3.04
H 2.05 -1.03 0.26
H 2.31 -2.64 0.93
H 1.95 -2.46 -0.78
O 0.02 1.47 -3.68
C 0.83 2.35 -3.60
O 0.93 3.05 -2.45
C 1.99 3.98 -2.19
C 1.68 5.36 -2.73
C 1.68 2.75 -4.79
H 2.94 3.59 -2.56
H 2.07 4.01 -1.11
H 1.58 5.35 -3.82
H 2.47 6.06 -2.47
H 0.74 5.72 -2.32
H 1.12 3.46 -5.40
H 1.88 1.86 -5.37
H 2.64 3.19 -4.53
```

The value obtained for the HOMO energy is -8.355 eV. As for the frontier orbital gap: 8.542 eV. As for the spin multiplicity: 1. The total charge is 0. Its total energy is -50091.34980 eV.

***

(6)
Computed, not measured: the molecule C2H5N3OS in a non-equilibrium geometry, with wB97M-V/def2-TZVPD.

Geometry as XYZ:
```
12
C2H5N3OS | OMol25 | wB97M-V/def2-TZVPD
N 0.94 1.51 -0.58
N 0.37 0.31 -0.10
C 1.17 -0.78 0.16
S 2.77 -0.92 -0.03
C -0.95 0.33 0.49
N -1.82 -0.49 0.19
O -1.42 -1.49 -0.62
H 0.17 2.18 -0.72
H 1.55 1.88 0.14
H 0.56 -1.60 0.59
H -1.21 1.18 1.12
H -2.14 -2.09 -0.63
```

The value obtained for the HOMO energy is -8.415 eV. As for the frontier orbital gap: 8.978 eV. As for the spin multiplicity: 1. The total charge is 0. As for the SMILES: NN(C=S)/C=N\O. Its total energy is -19504.83079 eV.

***

(7)
Computed, not measured: a structure of composition C28H26N4P2RhS3 in a non-equilibrium geometry, with wB97M-V/def2-TZVPD.

Geometry as XYZ:
```
64
C28H26N4P2RhS3 | OMol25 | wB97M-V/def2-TZVPD
Rh 0.01 0.39 -0.18
S 2.19 0.02 0.14
P 1.71 0.35 2.12
C 0.01 0.53 1.91
P -1.03 -0.82 2.10
S -0.70 -1.71 0.27
C -2.74 -0.22 2.16
C -3.78 -1.08 1.82
C -5.09 -0.63 1.87
C -5.36 0.68 2.26
C -4.33 1.53 2.61
C -3.01 1.08 2.56
C -0.88 -1.94 3.49
C -1.37 -1.55 4.74
C -1.23 -2.38 5.83
C -0.60 -3.61 5.68
C -0.12 -4.01 4.45
C -0.25 -3.17 3.35
C 2.34 -0.96 3.18
C 2.23 -0.81 4.56
C 2.63 -1.84 5.40
C 3.16 -3.00 4.86
C 3.28 -3.15 3.49
C 2.86 -2.13 2.64
C 2.48 1.86 2.73
C 3.86 1.88 2.94
C 4.47 3.04 3.37
C 3.71 4.18 3.60
C 2.34 4.16 3.40
C 1.72 3.00 2.96
H -3.57 -2.09 1.50
H -5.90 -1.29 1.60
H -6.39 1.02 2.30
H -4.54 2.54 2.94
H -2.19 1.73 2.84
H -1.88 -0.59 4.85
H -1.61 -2.08 6.80
H -0.50 -4.27 6.54
H 0.37 -4.97 4.34
H 0.14 -3.47 2.38
H 1.84 0.11 4.98
H 2.54 -1.73 6.47
H 3.48 -3.80 5.52
H 3.70 -4.06 3.07
H 2.94 -2.25 1.57
H 4.45 0.98 2.77
H 5.54 3.06 3.53
H 4.20 5.09 3.95
H 1.75 5.05 3.59
H 0.65 2.96 2.81
C -4.04 3.82 -1.31
C -3.04 3.12 -2.15
N -2.95 3.17 -3.43
N -1.88 2.36 -3.74
C -1.31 1.80 -2.67
S -0.01 0.73 -2.61
N -2.06 2.28 -1.64
N -1.80 1.96 -0.31
H -4.71 4.38 -1.96
H -3.56 4.51 -0.62
H -4.63 3.10 -0.73
H -1.61 2.22 -4.69
H -1.43 2.75 0.19
H -2.63 1.61 0.15
```

The value obtained for the HOMO energy (alpha / beta) is -10.631 / -10.631 eV. As for the frontier orbital gap (alpha / beta): 7.058 / 7.059 eV. As for the spin multiplicity: 1. The total charge is +1. Its total energy is -89505.58795 eV.

***

(8)
Computed, not measured: the ion C4H5N2 with charge +1 in a non-equilibrium geometry, with wB97M-V/def2-TZVPD.

Geometry as XYZ:
```
11
C4H5N2 | OMol25 | wB97M-V/def2-TZVPD
C -1.94 0.51 -0.52
C 1.49 -0.52 0.26
C 0.07 -0.89 -0.07
C 1.96 0.03 -1.08
N 1.72 0.85 0.16
N -0.90 -0.14 -0.32
H -2.25 0.99 -1.52
H -2.70 0.74 0.24
H 2.06 -1.22 0.94
H -0.25 -1.99 -0.29
H 2.46 1.58 0.59
```

The value obtained for the HOMO energy is -14.749 eV. As for the frontier orbital gap: 9.518 eV. As for the spin multiplicity: 1. The total charge is +1. Its total energy is -7195.84900 eV.

***

(9)
Computed, not measured: a cluster of 16 separate species, C27H50BCl30NO4P in total in a non-equilibrium geometry, with wB97M-V/def2-TZVPD.

Geometry as XYZ:
```
114
C27H50BCl30NO4P | OMol25 | wB97M-V/def2-TZVPD
C -2.40 0.87 -0.25
C -0.85 0.67 -0.59
O -0.17 1.89 -0.96
B 0.20 2.68 0.11
O 0.25 4.10 -0.12
C 0.65 2.19 1.59
C 2.02 1.65 1.75
C 2.53 1.20 3.08
C 3.99 0.69 3.19
O 4.33 -0.43 2.90
O 4.99 1.54 3.61
C 1.59 1.28 4.20
C 0.25 1.83 3.97
N -0.15 2.26 2.72
P -1.79 2.97 2.50
C -1.75 4.73 3.19
C -1.26 5.72 2.05
C -3.06 2.05 3.52
C -3.07 2.47 5.07
H -2.68 1.94 -0.11
H -2.66 0.21 0.63
H -3.02 0.50 -1.11
H -0.85 0.02 -1.52
H -0.33 0.05 0.19
H 1.18 4.25 -0.42
H 2.70 1.61 0.87
H 4.60 2.37 3.95
H 1.93 0.95 5.22
H -0.41 1.88 4.87
H -1.05 4.74 4.08
H -2.77 5.09 3.50
H -0.14 5.59 1.94
H -1.51 6.78 2.30
H -1.71 5.43 1.06
H -4.08 2.33 3.13
H -2.98 0.94 3.40
H -3.95 3.12 5.33
H -2.16 3.07 5.36
H -3.18 1.54 5.68
C 6.62 -2.70 2.35
Cl 6.61 -4.44 2.04
Cl 7.99 -2.23 3.36
H 6.68 -2.17 1.40
H 5.70 -2.43 2.86
C -1.18 4.56 -3.19
Cl -1.78 3.15 -4.07
Cl -2.39 5.84 -3.08
H -0.91 4.25 -2.19
H -0.31 4.95 -3.71
C -0.14 3.35 -7.61
Cl 0.97 4.70 -7.90
Cl 0.42 1.88 -8.43
H -0.18 3.15 -6.54
H -1.13 3.61 -7.98
C -5.70 0.34 -3.24
Cl -5.29 -1.36 -3.50
Cl -4.25 1.35 -3.23
H -6.35 0.67 -4.04
H -6.21 0.43 -2.28
C 1.66 -1.05 -6.80
Cl 2.13 -1.10 -5.10
Cl 0.51 -2.32 -7.20
H 1.21 -0.08 -7.00
H 2.55 -1.17 -7.42
C 4.97 -4.16 -1.19
Cl 4.33 -5.58 -2.01
Cl 3.81 -2.83 -1.20
H 5.20 -4.42 -0.16
H 5.88 -3.84 -1.70
C -4.34 4.82 8.27
Cl -4.90 5.72 6.86
Cl -2.81 3.99 7.93
H -4.19 5.51 9.10
H -5.08 4.07 8.54
C -3.11 6.07 -7.40
Cl -3.11 4.35 -7.82
Cl -1.70 6.50 -6.43
H -3.10 6.65 -8.32
H -4.01 6.29 -6.83
C 5.42 -9.33 -2.16
Cl 5.85 -10.03 -0.59
Cl 6.51 -9.90 -3.43
H 4.40 -9.62 -2.40
H 5.49 -8.25 -2.09
C 3.89 -2.95 5.23
Cl 3.94 -4.70 4.99
Cl 2.33 -2.43 5.89
H 4.67 -2.67 5.93
H 4.05 -2.45 4.28
C -5.75 -0.36 6.20
Cl -6.32 0.54 4.79
Cl -4.22 -1.19 5.86
H -5.60 0.33 7.03
H -6.50 -1.10 6.47
C -0.43 -4.24 3.68
Cl -1.15 -2.69 3.24
Cl -0.55 -5.41 2.36
H 0.62 -4.09 3.92
H -0.95 -4.64 4.55
C -1.83 -8.30 4.06
Cl -1.80 -10.05 3.83
Cl -3.38 -7.77 4.72
H -1.04 -8.03 4.76
H -1.67 -7.82 3.11
C 5.46 -12.78 -5.19
Cl 4.49 -14.04 -4.41
Cl 6.64 -13.47 -6.31
H 4.80 -12.12 -5.74
H 5.99 -12.23 -4.42
C -2.29 9.05 -10.74
Cl -1.76 8.93 -9.05
Cl -3.41 7.75 -11.15
H -2.78 10.00 -10.88
H -1.42 8.98 -11.38
```

The value obtained for the HOMO energy is -11.538 eV. As for the frontier orbital gap: 6.792 eV. As for the spin multiplicity: 1. The total charge is +1. Its total energy is -424122.32370 eV.

***

(10)
Computed, not measured: a cluster of 2 separate species, C23H31N2 in total in a non-equilibrium geometry, with wB97M-V/def2-TZVPD.

Geometry as XYZ:
```
56
C23H31N2 | OMol25 | wB97M-V/def2-TZVPD
C -2.04 -2.14 3.36
C -0.84 -1.32 3.10
N -0.56 -0.21 3.83
C 0.63 0.39 3.39
C 1.11 -0.38 2.30
C 2.27 0.01 1.65
C 2.95 1.15 2.09
C 2.50 1.88 3.21
C 1.32 1.49 3.87
C 0.18 -1.50 2.12
C 0.30 -2.55 1.20
C 1.00 -2.53 -0.05
C 1.11 -1.37 -0.87
C 1.90 -1.37 -2.02
C 2.62 -2.51 -2.39
C 3.63 -2.45 -3.48
C 2.40 -3.70 -1.69
C 1.56 -3.73 -0.59
H -2.19 -2.92 2.60
H -1.93 -2.65 4.33
H -2.96 -1.54 3.41
H -1.10 0.14 4.61
H 2.61 -0.58 0.80
H 3.85 1.48 1.56
H 3.05 2.76 3.55
H 0.94 2.05 4.73
H -0.22 -3.48 1.44
H 0.55 -0.47 -0.61
H 2.01 -0.46 -2.61
H 4.08 -3.43 -3.64
H 3.20 -2.11 -4.42
H 4.43 -1.75 -3.21
H 2.95 -4.60 -1.99
H 1.31 -4.68 -0.12
C 3.87 -1.94 6.86
C 3.17 -2.28 5.54
C 3.54 -3.69 5.07
N 2.88 -4.10 3.81
C 3.32 -5.46 3.45
C 2.71 -5.96 2.14
C 3.15 -7.38 1.84
H 3.61 -0.94 7.22
H 3.59 -2.65 7.64
H 4.96 -1.98 6.76
H 2.08 -2.24 5.67
H 3.43 -1.54 4.77
H 4.63 -3.76 4.91
H 3.26 -4.40 5.86
H 3.22 -3.47 3.07
H 4.42 -5.45 3.38
H 3.04 -6.16 4.26
H 1.62 -5.90 2.23
H 3.00 -5.28 1.32
H 2.71 -7.77 0.91
H 4.24 -7.45 1.74
H 2.86 -8.06 2.65
```

The value obtained for the HOMO energy is -11.232 eV. As for the frontier orbital gap: 6.331 eV. As for the spin multiplicity: 1. The total charge is +1. Its total energy is -27328.28659 eV.

***

Number 1: M 135.1 Da. Number 2: M 102.1 Da. Number 3: M 767.9 Da. Number 4: M 735.2 Da. Number 5: M 430.3 Da. Number 6: M 119.1 Da. Number 7: M 679.6 Da. Number 8: M 81.1 Da. Number 9: M 1558.1 Da. Number 10: M 335.5 Da.